{
  "formula": "C3H6O2S",
  "method": "ωB97M-V with the def2-TZVPD basis set",
  "elements": ["C", "C", "O", "C", "O", "S", "H", "H", "H", "H", "H", "H"],
  "coordinates": [[-0.11149, -1.26125, 0.84233], [-0.56628, -0.16968, -0.12763], [-1.28826, 0.76429, 0.61157], [0.65531, 0.42656, -0.80346], [1.28504, -0.21363, -1.61906], [0.97679, 2.07136, -0.22752], [-1.01563, -1.63902, 1.31035], [0.45064, -2.05569, 0.35122], [0.48147, -0.83534, 1.65798], [-1.13538, -0.63696, -0.95695], [-1.77657, 1.28457, -0.06271], [2.04436, 2.26479, -0.97611]],
  "mulliken_charge": [-1.241, 0.358, -0.569, 0.407, -0.531, -0.192, 0.307, 0.376, 0.326, 0.240, 0.375, 0.145],
  "relative_energy_kcal_mol": 14.63,
  "homo_lumo_gap_ev": 10.4,
  "homo_ev": -9.8,
  "e_tot_ev": -18138.31305,
  "lumo_energy_ev": 0.60
}

=====

{
  "formula": "C3H6O2S",
  "method": "ωB97M-V with the def2-TZVPD basis set",
  "elements": ["O", "C", "S", "C", "C", "O", "H", "H", "H", "H", "H", "H"],
  "coordinates": [[-2.54964, 0.89812, 0.52839], [-1.96748, 0.54314, -0.44165], [-1.27825, -1.08701, -0.54810], [0.02139, -0.90536, 0.63042], [1.22538, -0.20248, -0.01937], [0.93114, 1.15561, -0.34550], [-1.69822, 1.22517, -1.29816], [0.27621, -1.92036, 0.95203], [-0.29635, -0.30982, 1.47848], [1.68158, -0.71976, -0.89192], [1.98472, -0.28147, 0.78019], [1.66952, 1.60423, -0.82481]],
  "mulliken_charge": [-0.410, 0.139, -0.148, -0.675, -0.272, -0.499, 0.298, 0.330, 0.341, 0.331, 0.257, 0.308],
  "relative_energy_kcal_mol": 36.15,
  "homo_lumo_gap_ev": 9.7,
  "homo_ev": -9.1,
  "e_tot_ev": -18137.38008,
  "lumo_energy_ev": 0.60
}

=====

{
  "formula": "C3H6O2S2",
  "method": "ωB97M-V with the def2-TZVPD basis set",
  "elements": ["O", "C", "C", "S", "C", "S", "H", "H", "H", "H", "O", "H", "H"],
  "coordinates": [[0.10122, 1.45192, 1.84296], [0.50020, 0.40365, 1.43249], [1.21187, 0.24202, 0.06250], [1.31834, 1.63073, -0.99782], [1.23834, -1.15345, -0.47336], [2.78510, -0.68212, 0.37714], [0.27748, -0.51070, 1.86412], [1.09888, 2.52038, 0.02821], [0.48234, -1.93660, -0.18323], [1.57658, -1.28090, -1.55201], [-1.58458, 0.20717, 0.00900], [-1.48877, 1.03883, -0.58040], [-1.93154, 0.52167, 0.86638]],
  "mulliken_charge": [-0.496, -0.192, 0.577, -0.261, -0.800, -0.117, 0.488, 0.176, 0.267, 0.330, -0.653, 0.354, 0.328],
  "relative_energy_kcal_mol": 48.40,
  "homo_lumo_gap_ev": 9.5,
  "homo_ev": -9.0,
  "e_tot_ev": -28972.19446,
  "lumo_energy_ev": 0.50
}

=====

{
  "formula": "C3H6O2S2",
  "method": "ωB97M-V with the def2-TZVPD basis set",
  "elements": ["C", "C", "C", "O", "O", "S", "S", "H", "H", "H", "H", "H", "H"],
  "coordinates": [[0.71763, -0.43477, -0.12479], [-0.30086, -1.22709, 0.69837], [0.59876, 1.07276, 0.11126], [-1.86153, -0.43825, -1.27233], [0.76996, 1.89757, -0.99092], [-1.14150, 1.41493, 0.85272], [-1.93747, -0.50294, 0.18224], [1.72563, -0.70820, -0.06823], [0.38586, -0.67230, -1.07527], [-0.20571, -2.26264, 0.51723], [-0.01461, -1.03733, 1.81550], [1.20054, 1.34535, 0.87225], [0.06330, 1.55292, -1.51801]],
  "mulliken_charge": [-0.909, -0.677, -0.311, -0.526, -0.512, -0.154, 0.382, 0.448, 0.432, 0.479, 0.321, 0.613, 0.413],
  "relative_energy_kcal_mol": 45.55,
  "homo_lumo_gap_ev": 9.8,
  "homo_ev": -9.5,
  "e_tot_ev": -28972.31790,
  "lumo_energy_ev": 0.32
}

=====

{
  "formula": "C3H6O2S2",
  "method": "ωB97M-V with the def2-TZVPD basis set",
  "elements": ["C", "C", "C", "O", "O", "S", "S", "H", "H", "H", "H", "H", "H"],
  "coordinates": [[1.52869, -0.68581, 0.59787], [-0.35712, 0.74637, -0.20546], [0.15532, -0.64812, -0.20125], [3.49969, 1.24704, 0.85605], [2.45441, 1.10702, -1.28304], [3.06830, -1.59319, -0.12160], [2.66036, 0.48101, -0.01752], [1.62345, -0.66534, 1.65673], [-0.77081, 1.04708, -1.16654], [0.50670, 1.41597, -0.05865], [-1.20172, 0.93281, 0.43971], [0.36406, -0.96346, -1.13626], [-0.48710, -1.34880, 0.08306]],
  "mulliken_charge": [-0.337, -0.923, -0.628, -0.570, -0.513, -0.073, 0.821, 0.470, 0.282, 0.282, 0.296, 0.321, 0.572],
  "multiplicity": 3,
  "relative_energy_kcal_mol": 63.96,
  "homo_lumo_gap_ev": [6.4, 6.8],
  "s2": 2.01,
  "homo_ev": [-5.9, -10.4],
  "e_tot_ev": -28967.12126,
  "lumo_energy_ev": [0.45, -3.54]
}

=====

{
  "formula": "C3H6O3",
  "method": "ωB97M-V with the def2-TZVPD basis set",
  "elements": ["C", "C", "O", "C", "O", "H", "H", "H", "H", "O", "H", "H"],
  "coordinates": [[-0.38429, -0.35612, -1.30937], [-0.43884, -0.69332, 0.15749], [-0.04134, -1.70159, 0.59937], [-0.91729, 0.34256, 1.17342], [-1.49211, 1.42367, 0.98789], [-1.43474, -0.52115, -1.63935], [0.27960, -0.85066, -1.93631], [-0.18225, 0.72448, -1.34765], [-0.51330, 0.23177, 2.15244], [1.43425, 0.61675, 0.61018], [2.07588, 1.08200, 0.12631], [1.61441, -0.29840, 0.42557]],
  "mulliken_charge": [-1.029, 0.611, -0.486, 0.005, -0.498, 0.318, 0.350, 0.302, 0.397, -0.581, 0.284, 0.327],
  "relative_energy_kcal_mol": 49.04,
  "homo_lumo_gap_ev": 9.6,
  "homo_ev": -9.6,
  "e_tot_ev": -9349.18993,
  "lumo_energy_ev": 0.06
}

=====

{
  "formula": "C3H6O3",
  "method": "ωB97M-V with the def2-TZVPD basis set",
  "elements": ["O", "C", "O", "C", "C", "O", "H", "H", "H", "H", "H", "H"],
  "coordinates": [[-1.43157, -0.09435, 1.83364], [-0.38598, 0.19449, 1.31828], [0.28591, 1.31584, 1.65371], [0.26155, -0.56958, 0.21382], [-0.13827, 0.12896, -1.11694], [0.06445, -0.75291, -2.22742], [-0.16203, 1.62195, 2.46015], [1.35125, -0.54314, 0.26884], [-0.13288, -1.56485, 0.17241], [-1.20007, 0.33659, -1.14259], [0.50953, 0.98532, -1.27048], [0.97812, -1.05831, -2.16342]],
  "mulliken_charge": [-0.544, 0.468, -0.444, -0.403, -0.487, -0.526, 0.333, 0.351, 0.308, 0.361, 0.275, 0.309],
  "relative_energy_kcal_mol": 11.85,
  "homo_lumo_gap_ev": 11.2,
  "homo_ev": -10.5,
  "e_tot_ev": -9350.80272,
  "lumo_energy_ev": 0.69
}

=====

{
  "formula": "C3H6O3",
  "method": "ωB97M-V with the def2-TZVPD basis set",
  "elements": ["C", "C", "O", "H", "H", "H", "H", "O", "C", "O", "H", "H"],
  "coordinates": [[2.50439, 0.97157, -1.11522], [2.26578, 0.50025, 0.09983], [1.50994, -0.57639, 0.44531], [3.23105, 1.77484, -1.12221], [2.00531, 0.60898, -2.00021], [2.69316, 0.84327, 1.02807], [0.96828, -1.02146, -0.21678], [-2.26989, -1.22442, -0.37573], [-3.15785, -1.00739, 0.39089], [-3.42282, 0.21367, 0.92705], [-3.75287, -1.76270, 0.92653], [-2.57449, 0.67979, 1.01247]],
  "mulliken_charge": [-0.708, 0.101, -0.485, 0.223, 0.252, 0.324, 0.292, -0.442, 0.248, -0.430, 0.300, 0.324],
  "relative_energy_kcal_mol": 40.74,
  "homo_lumo_gap_ev": 9.7,
  "homo_ev": -9.1,
  "e_tot_ev": -9349.55021,
  "lumo_energy_ev": 0.67
}

=====

{
  "formula": "C3H6O3",
  "method": "ωB97M-V with the def2-TZVPD basis set",
  "elements": ["C", "O", "C", "O", "O", "C", "H", "H", "H", "H", "H", "H"],
  "coordinates": [[-0.08713, 2.27483, -0.57795], [0.67901, 1.10376, -0.11205], [0.00244, -0.10276, -0.10897], [-0.96972, -0.49140, -0.81227], [0.78166, -0.88598, 0.60298], [0.24534, -2.15545, 0.81081], [-0.11289, 3.22197, 0.06187], [0.36823, 2.66630, -1.65654], [-1.05580, 1.87311, -0.79407], [0.07275, -2.61529, -0.21855], [0.74972, -2.90384, 1.38118], [-0.67362, -1.98525, 1.42355]],
  "mulliken_charge": [-0.605, -0.290, 0.791, -0.562, -0.285, -0.590, 0.237, 0.206, 0.329, 0.247, 0.263, 0.258],
  "relative_energy_kcal_mol": 43.81,
  "homo_lumo_gap_ev": 11.8,
  "homo_ev": -11.0,
  "e_tot_ev": -9349.41699,
  "lumo_energy_ev": 0.85
}

=====

{
  "formula": "C3H6O3",
  "method": "ωB97M-V with the def2-TZVPD basis set",
  "elements": ["O", "C", "O", "C", "C", "O", "H", "H", "H", "H", "H", "H"],
  "coordinates": [[-1.90466, -0.62695, 0.61008], [-1.03698, -0.11720, -0.06253], [-1.02744, 1.18000, -0.32803], [0.19698, -0.79237, -0.61171], [1.55269, -0.01235, -0.46303], [1.88769, 0.31595, 0.84254], [-1.77990, 1.58343, 0.14291], [0.01724, -0.96401, -1.67804], [0.22753, -1.76508, -0.08028], [1.53803, 0.95244, -0.92473], [2.25424, -0.68306, -0.97470], [1.82194, -0.54419, 1.34177]],
  "mulliken_charge": [-0.583, 0.584, -0.417, -0.479, -0.502, -0.497, 0.338, 0.302, 0.292, 0.347, 0.274, 0.343],
  "relative_energy_kcal_mol": 12.96,
  "homo_lumo_gap_ev": 11.0,
  "homo_ev": -10.3,
  "e_tot_ev": -9350.75474,
  "lumo_energy_ev": 0.70
}